{"formula": "C3H9N2O", "method": "ωB97M-V/def2-TZVPD", "total_charge": 1, "max_force_ev_per_a": 4.714, "relative_energy_kj_mol": 357.14, "elements": ["H", "H", "O", "C", "H", "H", "H", "C", "H", "H", "C", "H", "N", "H", "N"], "positions_angstrom": [[0.88, 1.31, -1.42], [-0.47, -2.23, -0.86], [0.22, -1.20, 0.63], [-0.78, -1.28, -0.46], [1.93, 0.09, 1.21], [0.18, 1.93, 1.51], [-1.15, 1.11, 0.81], [0.71, 0.11, 0.56], [-0.99, -0.28, -2.14], [1.67, -0.28, -1.26], [0.77, 0.33, -0.91], [-1.76, -1.33, -0.17], [-0.66, -0.01, -1.24], [-0.22, 0.65, 2.34], [-0.33, 1.09, 1.41]], "mulliken_charge": [0.3386, 0.3303, -0.3166, -0.5292, 0.3705, 0.3285, 0.3492, 0.0079, 0.2714, 0.2681, -0.4466, 0.3914, -0.4324, 0.3637, -0.2948]}

***

{"formula": "C3H9N2O", "method": "ωB97M-V/def2-TZVPD", "total_charge": 1, "max_force_ev_per_a": 1.966, "relative_energy_kj_mol": 152.49, "elements": ["H", "C", "N", "H", "H", "C", "H", "H", "N", "O", "H", "H", "H", "H", "C"], "positions_angstrom": [[-3.34, 0.69, 0.10], [1.18, 0.03, -0.04], [0.15, -0.40, -0.97], [2.67, -0.44, -1.47], [3.32, 0.01, 0.11], [2.56, 0.25, -0.62], [0.40, -1.29, -1.39], [0.17, 0.26, -1.75], [-1.81, -0.37, 1.00], [0.91, 0.26, 1.11], [2.61, 1.27, -1.00], [-1.12, -0.31, 0.16], [-3.50, 0.31, 1.91], [-1.26, -0.50, 1.84], [-2.94, 0.21, 0.99]], "mulliken_charge": [0.2686, 0.6251, -0.7185, 0.3492, 0.3322, -1.0368, 0.2751, 0.2876, -0.1221, -0.5113, 0.3059, 0.4147, 0.2734, 0.3287, -0.0718]}

***

{"formula": "C3H9N2O", "method": "ωB97M-V/def2-TZVPD", "total_charge": 1, "max_force_ev_per_a": 6.693, "relative_energy_kj_mol": 715.49, "elements": ["H", "C", "H", "H", "H", "H", "H", "H", "N", "H", "N", "C", "H", "O", "C"], "positions_angstrom": [[0.18, -0.37, -1.82], [1.31, -0.35, 0.71], [1.62, 0.65, 0.89], [-1.23, 1.17, 1.24], [1.40, -0.87, 1.62], [-1.63, -0.57, 1.50], [-2.04, -1.66, 1.20], [0.61, 1.17, -1.02], [-0.80, 0.22, 1.34], [-1.07, 0.88, -1.38], [-0.09, -0.25, 0.23], [-0.50, -1.79, -0.17], [2.03, -0.80, -0.05], [0.10, -2.46, -0.81], [-0.11, 0.45, -1.07]], "mulliken_charge": [0.3154, -0.8409, 0.3874, 0.2963, 0.3518, 0.0507, 0.2501, 0.3552, -0.6246, 0.3397, 0.5926, -0.0393, 0.3773, -0.0446, -0.7671]}

***

What did the second record say?
{"formula": "C3H9N2O", "method": "ωB97M-V/def2-TZVPD", "total_charge": 1, "max_force_ev_per_a": 1.966, "relative_energy_kj_mol": 152.49, "elements": ["H", "C", "N", "H", "H", "C", "H", "H", "N", "O", "H", "H", "H", "H", "C"], "positions_angstrom": [[-3.34, 0.69, 0.10], [1.18, 0.03, -0.04], [0.15, -0.40, -0.97], [2.67, -0.44, -1.47], [3.32, 0.01, 0.11], [2.56, 0.25, -0.62], [0.40, -1.29, -1.39], [0.17, 0.26, -1.75], [-1.81, -0.37, 1.00], [0.91, 0.26, 1.11], [2.61, 1.27, -1.00], [-1.12, -0.31, 0.16], [-3.50, 0.31, 1.91], [-1.26, -0.50, 1.84], [-2.94, 0.21, 0.99]], "mulliken_charge": [0.2686, 0.6251, -0.7185, 0.3492, 0.3322, -1.0368, 0.2751, 0.2876, -0.1221, -0.5113, 0.3059, 0.4147, 0.2734, 0.3287, -0.0718]}